# 1
Molecular formula: C5H25N2O7
Method: DFT, ωB97M-V/def2-TZVPD

Calculated values
relative energy (zero: lowest compared OMol25 entry of this formula, charge and spin) = 249.19 kJ/mol
net charge = -1
Kohn-Sham gap = 9.0 eV
maximum force = 5.31 eV/Å

Element x y z (Å)
C 0.854 -0.526 -0.041
N -0.548 -0.922 0.276
C -0.814 -1.175 1.737
N -0.501 -2.613 1.963
C 1.202 -0.544 -1.503
C 0.803 0.637 -2.374
C 0.628 1.959 -1.609
O -0.470 1.754 -0.781
H 1.427 -1.294 0.410
H 0.924 0.509 0.347
H -1.194 -0.140 0.039
H -1.916 -1.096 1.783
H -0.358 -0.642 2.505
H -0.901 -3.276 1.313
H 0.446 -2.891 2.066
H 2.207 -0.790 -1.798
H 0.718 -1.481 -1.879
H -0.182 0.508 -2.857
H 1.586 0.553 -3.177
H 1.506 2.030 -0.872
H 0.613 2.916 -2.273
H 3.149 0.360 2.199
H 2.553 -1.043 2.020
O 3.427 -0.592 2.219
H 1.030 2.111 2.059
H 1.193 0.930 3.067
O 1.772 1.575 2.671
H 0.789 3.547 1.452
H -0.309 2.260 0.310
O 0.065 2.934 1.361
H 0.209 -3.083 -0.475
H -1.095 -2.563 -0.716
O -0.561 -3.346 -1.035
H -2.730 2.130 -0.312
H -2.931 0.686 -0.596
O -3.442 1.513 -0.682
H -1.578 -1.359 -2.548
H -2.381 -0.157 -3.372
O -2.280 -0.772 -2.685

=====

# 2
Molecular formula: C6H13O2P
Method: DFT, ωB97M-V/def2-TZVPD

Calculated values
relative energy (zero: lowest compared OMol25 entry of this formula, charge and spin) = 266.78 kJ/mol
net charge = 0
Kohn-Sham gap (alpha / beta) = 7.7 / 7.7 eV
maximum force = 3.64 eV/Å

Element x y z (Å)
C -0.177 0.761 -0.296
C -0.163 -0.437 0.527
C -1.053 1.991 -0.097
C -1.023 -1.631 -0.226
C -0.653 -0.181 2.011
C 3.132 -0.166 -1.122
O 1.645 1.256 0.687
O 1.046 -1.047 0.477
P 2.465 -0.058 0.604
H 0.368 0.447 -1.237
H -1.929 1.590 -0.580
H -0.527 2.861 -0.596
H -1.262 2.199 0.969
H -2.073 -1.268 -0.286
H -0.911 -2.558 0.422
H -0.617 -1.744 -1.227
H -1.331 -0.946 2.319
H -1.070 0.855 2.121
H 0.214 -0.132 2.552
H 4.239 -0.103 -1.136
H 2.813 0.492 -1.901
H 2.809 -1.228 -1.230

=====

# 3
Molecular formula: C5H7NO3
Method: DFT, ωB97M-V/def2-TZVPD

Calculated values
relative energy (zero: lowest compared OMol25 entry of this formula, charge and spin) = 218.46 kJ/mol
net charge = 0
Kohn-Sham gap = 9.2 eV
maximum force = 1.93 eV/Å

Element x y z (Å)
C -1.192 0.037 -1.487
N -0.821 -0.570 -0.226
C 1.285 0.713 -0.039
C -2.002 0.452 1.271
C 0.460 -0.479 0.304
C 0.948 -1.402 1.143
O 2.169 1.002 0.925
O 1.220 1.359 -1.057
O -1.939 1.569 1.017
H 2.698 1.771 0.659
H -1.223 -1.489 -0.081
H -2.233 -0.212 -1.691
H -1.096 1.121 -1.418
H -0.567 -0.311 -2.317
H 1.907 -1.278 1.606
H 0.384 -2.283 1.393